[1]
DFT (ωB97M-V/def2-TZVPD) results for a molecular structure, C33H28MnN6O5S2.

2S+1 = 4
E = -106831.983 eV
HOMO energy (alpha / beta) = -14.1 / -14.1 eV
net charge = +2

Last column: Löwdin charge in e.
Atoms and positions in Å:
Mn  -0.649  0.503  0.582  0.584
C  2.009  -0.968  3.700  0.008
O  1.513  0.383  4.019  0.100
C  0.700  0.687  3.050  -0.323
N  0.626  -0.120  2.032  0.073
C  1.737  -1.092  2.190  -0.205
C  1.502  -2.497  1.709  -0.202
C  0.241  -3.072  1.678  -0.039
C  0.086  -4.388  1.264  -0.052
C  1.190  -5.133  0.876  -0.062
C  2.456  -4.562  0.912  -0.062
C  2.612  -3.248  1.329  -0.038
C  -0.012  1.969  2.983  -0.143
C  -0.175  2.937  3.960  0.091
C  -0.879  4.088  3.615  0.037
C  -1.409  4.240  2.333  0.082
C  -1.215  3.208  1.432  -0.168
N  -0.515  2.123  1.763  -0.011
C  -1.750  3.048  0.073  -0.310
N  -1.616  1.900  -0.502  0.055
C  -2.216  1.970  -1.852  -0.186
C  -2.777  3.415  -1.870  0.012
O  -2.358  3.997  -0.585  0.093
C  -1.188  1.637  -2.907  -0.197
C  -1.294  0.459  -3.635  -0.037
C  -0.319  0.121  -4.566  -0.059
C  0.766  0.961  -4.769  -0.060
C  0.872  2.145  -4.048  -0.060
C  -0.103  2.482  -3.123  -0.045
H  1.418  -1.673  4.280  0.142
H  3.057  -1.000  3.974  0.148
H  2.573  -0.670  1.620  0.151
H  -0.624  -2.521  2.012  0.069
H  -0.901  -4.833  1.271  0.119
H  1.071  -6.164  0.566  0.114
H  3.323  -5.144  0.627  0.114
H  3.604  -2.808  1.357  0.121
H  0.227  2.789  4.953  0.149
H  -1.028  4.867  4.351  0.137
H  -1.973  5.120  2.052  0.145
H  -3.027  1.242  -1.899  0.150
H  -3.861  3.453  -1.893  0.145
H  -2.358  4.035  -2.656  0.139
H  -2.147  -0.195  -3.483  0.117
H  -0.419  -0.788  -5.146  0.115
H  1.517  0.708  -5.506  0.116
H  1.706  2.813  -4.223  0.117
H  -0.016  3.414  -2.572  0.123
N  1.152  -1.327  -1.384  0.171
C  1.723  -0.101  -1.161  -0.270
C  3.028  0.096  -1.645  0.023
C  3.640  1.307  -1.462  -0.014
C  2.942  2.325  -0.809  -0.026
C  1.681  2.056  -0.357  -0.105
N  1.068  0.857  -0.501  0.058
C  -0.159  -1.745  -1.328  -0.280
C  -0.474  -2.917  -2.023  0.017
C  -1.766  -3.376  -2.021  -0.006
C  -2.738  -2.651  -1.335  -0.016
C  -2.355  -1.522  -0.666  -0.135
N  -1.075  -1.063  -0.632  0.042
H  1.761  -1.979  -1.854  0.153
H  3.528  -0.711  -2.164  0.132
H  4.644  1.473  -1.830  0.131
H  3.377  3.302  -0.656  0.124
H  1.112  2.817  0.154  0.110
H  0.308  -3.448  -2.551  0.133
H  -2.024  -4.283  -2.551  0.133
H  -3.770  -2.966  -1.307  0.129
H  -3.080  -0.945  -0.114  0.050
O  -3.516  -0.694  4.469  -0.271
S  -2.485  -1.235  3.661  0.327
O  -1.127  -1.096  4.097  -0.307
O  -2.785  -2.324  2.774  -0.322
S  -2.590  0.313  1.870  0.709

---

[2]
DFT (ωB97M-V/def2-TZVPD) results for a molecular structure, C28H38Br48I2O6P.

2S+1 = 1
E = -3429459.351 eV
HOMO energy = -5.4 eV
net charge = -1

Last column: Löwdin charge in e.
Atoms and positions in Å:
C  -4.989  -1.086  2.546  0.033
C  -3.755  -1.654  1.914  -0.509
O  -3.826  -2.370  0.941  0.089
O  -2.569  -1.431  2.495  -0.036
C  -2.283  -0.040  2.786  -0.158
C  -1.469  0.565  1.656  -0.148
C  -1.629  2.103  1.497  -0.565
C  -0.227  2.698  1.814  -0.645
I  0.113  2.329  3.937  0.999
C  -0.069  4.186  1.552  -0.739
C  1.000  4.910  2.374  -0.264
I  0.534  4.475  -0.508  0.948
C  -2.178  2.363  0.063  -0.253
O  -3.558  2.642  0.153  -0.322
P  -3.754  3.706  1.532  0.534
C  -5.138  2.656  2.305  -0.276
C  -6.326  2.505  1.372  -0.161
C  -7.222  1.393  1.810  -0.533
O  -7.326  1.037  2.955  0.072
O  -7.923  0.752  0.849  0.013
O  -2.540  2.694  2.353  -0.338
H  -5.827  -1.297  1.905  0.020
H  -4.921  -0.032  2.736  0.042
H  -5.148  -1.587  3.489  0.108
H  -3.160  0.544  3.005  0.094
H  -1.688  -0.030  3.680  0.070
H  -1.685  0.000  0.763  0.037
H  -0.431  0.346  1.857  0.051
H  0.560  2.187  1.284  -0.047
H  -0.984  4.713  1.742  0.056
H  0.601  5.272  3.305  0.051
H  1.292  5.783  1.810  0.022
H  1.896  4.323  2.488  0.053
H  -2.144  1.504  -0.593  0.071
H  -1.697  3.141  -0.509  -0.013
H  -4.748  4.500  0.820  -0.009
H  -3.717  4.587  2.679  -0.008
H  -2.761  4.543  0.870  -0.007
H  -5.480  3.205  3.170  0.075
H  -4.791  1.708  2.676  0.033
H  -6.895  3.422  1.368  0.118
H  -6.007  2.338  0.356  0.105
H  -8.082  -0.125  1.212  -0.003
C  -6.513  -2.964  -1.488  -1.622
Br  -5.691  -1.785  -2.759  0.594
Br  -7.487  -1.962  -0.176  0.730
Br  -7.625  -4.282  -2.351  0.563
H  -5.725  -3.491  -0.970  -0.034
C  -0.591  -2.604  -0.609  -1.530
Br  -0.839  -0.922  -1.492  0.672
Br  -0.578  -4.107  -1.812  0.613
Br  0.996  -2.566  0.482  0.633
H  -1.428  -2.730  0.068  -0.041
C  3.271  -0.667  0.711  -1.671
Br  3.147  -0.862  2.621  0.576
Br  1.953  0.553  0.041  0.636
Br  5.040  -0.158  0.151  0.571
H  3.065  -1.634  0.277  -0.145
C  2.707  -5.900  -0.915  -1.619
Br  2.036  -6.667  -2.542  0.568
Br  3.043  -7.263  0.418  0.545
Br  4.256  -4.808  -1.213  0.571
H  1.935  -5.249  -0.525  -0.101
C  8.930  -0.984  0.780  -1.566
Br  8.668  0.609  -0.268  0.548
Br  7.966  -2.481  0.051  0.422
Br  10.799  -1.380  1.004  0.580
H  8.525  -0.784  1.761  -0.048
C  -10.422  0.762  5.091  -1.656
Br  -9.502  -0.802  5.713  0.570
Br  -11.432  0.401  3.495  0.564
Br  -11.524  1.536  6.468  0.555
H  -9.668  1.490  4.833  -0.036
C  0.514  -10.434  -0.651  -1.634
Br  0.118  -11.907  0.525  0.559
Br  1.437  -11.021  -2.235  0.566
Br  -1.066  -9.423  -1.072  0.555
H  1.183  -9.774  -0.120  -0.073
C  8.596  -5.948  -0.413  -1.555
Br  9.505  -7.114  -1.644  0.588
Br  8.133  -4.269  -1.236  0.465
Br  7.062  -6.797  0.371  0.574
H  9.286  -5.729  0.387  -0.018
C  -1.280  5.651  -4.471  -1.610
Br  0.558  5.157  -4.138  0.545
Br  -2.347  5.618  -2.880  0.601
Br  -1.385  7.356  -5.362  0.559
H  -1.685  4.909  -5.142  -0.028
C  -4.281  -11.683  0.002  -1.654
Br  -3.416  -12.886  -1.224  0.549
Br  -4.747  -10.025  -0.850  0.554
Br  -5.805  -12.501  0.844  0.570
H  -3.569  -11.453  0.781  -0.037
C  7.554  0.717  -3.820  -1.661
Br  7.805  -1.150  -4.206  0.567
Br  9.161  1.730  -4.152  0.563
Br  6.035  1.438  -4.752  0.557
H  7.347  0.794  -2.764  -0.103
C  1.275  -4.407  4.581  -1.630
Br  0.854  -5.844  5.793  0.571
Br  2.145  -5.060  2.991  0.529
Br  -0.272  -3.352  4.145  0.611
H  1.975  -3.759  5.085  -0.032
C  2.179  3.219  -7.124  -1.653
Br  1.025  2.617  -8.541  0.573
Br  2.612  1.793  -5.911  0.556
Br  3.769  4.062  -7.806  0.562
H  1.635  3.967  -6.565  -0.098
C  3.724  6.717  -1.540  -1.668
Br  4.448  4.939  -1.565  0.538
Br  4.287  7.691  0.020  0.567
Br  4.125  7.671  -3.164  0.555
H  2.649  6.618  -1.483  -0.089
C  0.895  9.295  -8.146  -1.661
Br  1.570  7.497  -8.198  0.548
Br  1.405  10.193  -6.523  0.562
Br  1.414  10.294  -9.707  0.568
H  -0.182  9.233  -8.151  -0.038
C  9.476  2.813  3.423  -1.633
Br  9.860  3.616  1.721  0.561
Br  7.749  1.962  3.420  0.576
Br  10.864  1.590  3.956  0.560
H  9.446  3.604  4.156  -0.033

---

[3]
DFT (ωB97M-V/def2-TZVPD) results for C5H7N3 in the gas phase.

structure (SMILES) = [H]/N=C1/C=CC(CN)=N1
2S+1 = 1
E = -9766.743 eV
HOMO energy = -9.2 eV
ΔE to the lowest compared entry with this formula, charge and spin = 61.0 kcal per mole

Last column: natural (NBO) charge in e.
Atoms and positions in Å:
H  -2.029  1.821  -2.087  0.344
N  -2.297  0.849  -2.118  -0.511
C  -1.427  0.319  -1.365  0.323
C  -1.347  -1.061  -1.029  -0.228
C  -0.265  -1.199  -0.332  -0.251
C  0.337  0.106  -0.072  0.276
C  1.490  0.437  0.737  -0.265
N  1.313  0.117  2.113  -0.874
N  -0.334  1.007  -0.742  -0.460
H  -2.038  -1.933  -1.463  0.244
H  0.096  -2.231  0.037  0.229
H  1.585  1.519  0.640  0.198
H  2.312  -0.044  0.317  0.210
H  2.137  0.223  2.739  0.379
H  0.467  0.070  2.627  0.387

---

[4]
DFT (ωB97M-V/def2-TZVPD) results for 2 unconnected molecules or ions with the total composition C5H14.

2S+1 = 2
E = -5409.466 eV
HOMO energy (alpha / beta) = 1.6 / -7.2 eV
net charge = -1
ΔE to the lowest compared entry with this formula, charge and spin = 24.1 kcal per mole

Last column: natural (NBO) charge in e.
Atoms and positions in Å:
C  0.604  -0.757  2.016  -0.780
C  -0.119  -2.104  2.430  -0.685
H  0.473  -0.088  2.907  0.179
H  1.648  -1.021  1.813  0.185
H  0.146  -0.283  1.181  0.204
H  0.572  -2.681  3.107  0.178
H  -0.923  -1.767  2.913  0.188
H  -0.322  -2.678  1.464  0.195
C  0.069  0.568  -1.246  -0.635
C  0.770  1.308  -2.383  -0.710
C  -1.323  1.139  -1.076  -0.831
H  -0.129  -0.386  -1.744  0.183
H  0.763  0.398  -0.378  0.204
H  1.087  2.260  -2.025  0.185
H  -2.177  0.476  -1.406  0.186
H  -1.522  1.352  -0.017  0.197
H  -1.419  2.050  -1.624  0.189
H  1.709  0.759  -2.710  0.179
H  0.092  1.455  -3.223  0.188

---

[5]
DFT (ωB97M-V/def2-TZVPD) results for a molecular structure, C42H42Br2GeIMgN4OPS.

2S+1 = 1
E = -282518.203 eV
HOMO energy = -6.0 eV
ΔE to the lowest compared entry with this formula, charge and spin = 0.0 kcal per mole

Last column: Löwdin charge in e.
Atoms and positions in Å:
Mg  0.020  0.752  0.662  0.513
Br  -2.831  4.079  -1.758  0.804
C  -2.018  4.176  -0.039  -0.587
C  -2.199  5.343  0.710  -0.217
C  -1.624  5.389  1.957  -0.629
Br  -1.907  6.974  2.982  0.728
C  -0.867  4.338  2.485  -0.204
C  -0.229  4.348  3.798  -0.060
C  0.444  3.292  4.245  -0.057
C  0.580  2.008  3.468  -0.411
N  0.047  2.090  2.105  -0.026
C  -0.689  3.176  1.713  -0.187
C  -1.306  3.088  0.416  -0.388
O  -1.190  1.941  -0.267  -0.266
H  -2.773  6.168  0.319  0.081
H  -0.322  5.235  4.409  0.067
H  0.893  3.312  5.234  0.089
H  1.652  1.774  3.392  0.115
I  0.416  -3.727  -1.395  0.918
C  1.327  -3.400  -3.270  -0.611
C  2.448  -4.164  -3.445  -0.191
C  3.053  -4.303  -4.711  -0.078
C  2.462  -3.728  -5.791  -0.039
C  1.314  -2.910  -5.642  -0.162
C  0.725  -2.351  -6.802  -0.032
C  -0.371  -1.551  -6.711  -0.060
C  -0.861  -1.205  -5.438  -0.087
C  -0.304  -1.683  -4.278  -0.292
P  -0.760  -0.854  -2.681  1.034
C  -2.555  -0.557  -2.869  -0.375
C  -3.153  0.700  -2.837  -0.120
C  -4.539  0.821  -2.882  -0.093
C  -5.339  -0.309  -2.946  -0.097
C  -4.750  -1.569  -2.957  -0.095
C  -3.370  -1.692  -2.909  -0.107
C  0.028  0.783  -2.920  -0.353
C  1.024  1.038  -1.992  -0.174
C  1.703  2.248  -1.951  -0.061
C  1.383  3.232  -2.874  -0.061
C  0.411  2.980  -3.836  -0.068
C  -0.256  1.763  -3.865  -0.085
C  0.756  -2.648  -4.354  -0.193
H  2.852  -4.713  -2.605  0.071
H  3.941  -4.913  -4.818  0.106
H  2.856  -3.885  -6.789  0.114
H  1.166  -2.585  -7.764  0.114
H  -0.837  -1.143  -7.599  0.108
H  -1.693  -0.514  -5.376  0.101
H  -2.545  1.591  -2.732  0.021
H  -4.986  1.808  -2.864  0.093
H  -6.416  -0.214  -2.985  0.099
H  -5.367  -2.458  -2.997  0.100
H  -2.916  -2.678  -2.908  0.101
H  1.278  0.250  -1.297  0.026
H  2.462  2.426  -1.196  0.115
H  1.886  4.190  -2.847  0.109
H  0.163  3.742  -4.564  0.108
H  -1.019  1.601  -4.617  0.104
C  4.319  -4.160  1.287  -0.032
C  3.566  -2.870  1.149  -0.266
C  2.639  -2.465  2.102  -0.007
C  1.908  -1.312  1.896  -0.145
N  2.033  -0.541  0.804  0.031
C  2.950  -0.918  -0.095  -0.129
C  3.729  -2.050  0.041  -0.025
H  4.534  -4.386  2.331  0.084
H  5.256  -4.132  0.732  0.082
H  3.715  -4.977  0.885  0.090
H  2.473  -3.049  2.999  0.115
H  1.185  -0.989  2.636  0.071
H  3.078  -0.285  -0.962  0.108
H  4.446  -2.298  -0.732  0.121
C  0.946  -1.647  5.890  -0.217
Ge  0.846  0.310  5.904  0.802
C  -0.160  0.903  7.466  -0.222
C  2.672  1.002  5.992  -0.218
C  -0.089  0.865  4.265  -0.238
H  1.341  -2.036  6.831  0.018
H  1.599  -1.986  5.082  -0.008
H  -0.047  -2.072  5.729  0.021
H  0.334  0.615  8.396  0.017
H  -1.157  0.458  7.453  0.019
H  -0.271  1.988  7.451  0.016
H  3.185  0.559  6.847  0.018
H  2.683  2.086  6.109  0.013
H  3.230  0.750  5.088  0.015
H  -1.106  1.176  4.522  0.085
H  -0.195  -0.017  3.628  0.012
N  -3.977  -1.640  1.001  0.098
C  -2.967  -0.764  0.840  -0.852
N  -3.265  0.482  0.499  0.157
S  -1.375  -1.312  1.144  0.632
H  -4.895  -1.438  0.642  0.107
H  -3.740  -2.599  1.185  0.088
H  -4.211  0.718  0.242  0.120
H  -2.508  1.129  0.200  0.046

---

[6]
DFT (ωB97M-V/def2-TZVPD) results for C7H14N2O4 in the gas phase.

structure (SMILES) = C[C@H](NC(=O)[C@@H](N)[C@@H](C)O)C(=O)O
2S+1 = 1
E = -18654.579 eV
HOMO energy = -9.5 eV
ΔE to the lowest compared entry with this formula, charge and spin = 53.8 kcal per mole

Last column: natural (NBO) charge in e.
Atoms and positions in Å:
C  2.215  -1.770  -0.443  -0.620
C  1.976  -0.663  0.534  -0.130
N  0.557  -0.544  0.935  -0.616
C  -0.545  -0.769  0.236  0.670
O  -0.625  -1.422  -0.876  -0.688
C  -1.910  -0.479  0.833  -0.183
N  -1.872  0.361  2.016  -0.835
C  -2.524  0.436  -0.329  0.103
C  -1.614  1.742  -0.938  -0.645
O  -2.956  -0.441  -1.423  -0.735
C  2.483  0.690  -0.051  0.775
O  3.621  0.792  -0.437  -0.614
O  1.705  1.706  0.011  -0.653
H  3.141  -2.301  -0.508  0.234
H  1.934  -1.403  -1.416  0.232
H  1.499  -2.559  -0.135  0.231
H  2.692  -0.820  1.446  0.247
H  0.271  -0.359  1.998  0.449
H  -2.417  -1.326  1.331  0.244
H  -2.798  0.299  2.487  0.362
H  -2.090  1.316  1.720  0.356
H  -3.413  0.989  -0.012  0.172
H  -2.123  2.084  -1.871  0.239
H  -1.353  2.471  -0.257  0.199
H  -0.610  1.286  -1.073  0.211
H  -2.256  -1.073  -1.403  0.490
H  2.274  2.470  -0.221  0.508